(1)
11
Properties=species:S:1:pos:R:3 method="wB97M-V/def2-TZVPD" multiplicity=1 gap_ev=10.9 charge=0 e_lumo_ev=0.4 energy_ha=-339.4735 smiles="N=C=O.C#C.C#N" max_force_ev_per_a=1.2 e_above_lowest_kj_mol=283.91
O 0.7874 2.2790 -0.4502
N 2.2609 0.4493 -0.0396
N -0.5130 -2.9057 0.3616
C 1.5554 1.4249 -0.2467
C 0.3320 -2.1267 0.2545
C -2.3537 -0.1369 0.0285
C -2.0787 1.0276 -0.0959
H -2.5762 -1.1772 0.1406
H 1.1050 -1.3809 0.1515
H -1.8299 2.0606 -0.2085
H 3.2593 0.5232 0.0878

(2)
119
Properties=species:S:1:pos:R:3 method="wB97M-V/def2-TZVPD" multiplicity=1 gap_ev=8.1 charge=0 e_lumo_ev=-0.4 energy_ha=-3434.3007 max_force_ev_per_a=1.1
S -2.3905 -2.7290 -0.4931
O 8.0614 -3.1597 2.5449
O -1.9276 -0.0262 -7.4712
O -4.1446 0.0034 -7.6750
O 9.1356 -4.8776 1.6199
O 1.2691 -1.9296 -2.3968
O 1.7439 0.7037 7.6898
O 3.6963 -2.5577 1.9927
O 3.0833 -0.6010 -2.5060
O -2.1039 3.0804 -3.4045
O 2.2385 0.9135 5.5297
O -1.9127 3.2582 -5.6370
O 1.8062 -0.9684 -4.3290
O 1.1608 2.5832 6.5854
O -3.5266 4.3739 -4.5232
O -3.0878 -1.9511 -7.2917
O 9.5123 -4.3647 3.7835
N 1.1561 -3.5686 3.6769
N -2.8600 -1.2743 -0.0131
N -0.1042 2.6306 3.2583
N 2.6625 1.5432 0.1936
N -0.7974 -2.6079 -0.2155
C 1.4593 -3.4901 2.2284
C -6.7720 -0.5630 0.9971
C 0.1560 -2.1274 -3.2803
C -1.7850 -0.6095 0.4050
C 2.2980 -2.2580 1.8907
C -2.2837 1.2828 -7.9505
C 6.4732 -2.5266 0.8106
C 2.1450 -1.1163 -3.0323
C 7.8507 -3.0511 1.1222
C -0.5566 1.2329 1.2827
C -4.7180 -0.0391 2.1634
C -0.5798 -1.3913 0.2636
C 0.7573 3.7410 3.7025
C -4.3558 0.8126 1.1103
C -6.4341 0.3049 -0.0298
C 0.8029 -1.9672 -4.6342
C -3.0389 1.5534 1.1051
C 8.9600 -4.1541 2.7543
C 0.6724 0.4659 1.1253
C 2.9476 -0.2388 6.0091
C -2.8323 3.8353 -2.4259
C 0.6744 -0.8148 0.6483
C -4.7639 5.4786 -2.7331
C -3.7944 -0.2125 3.3495
C -4.0738 4.2218 -3.1946
C -3.7264 1.3787 -7.5268
C -4.5831 2.3094 -8.3439
C 2.9053 -1.3478 8.3062
C 1.6592 1.5047 6.6007
C -0.4340 2.6459 1.8267
C -1.7774 0.7151 0.9402
C -5.2230 0.9810 0.0413
C 2.1508 -0.6036 7.2351
C 1.9298 -1.6563 0.5167
C 8.1190 -4.4728 0.6916
C -5.9256 -0.7193 2.0827
C -0.1173 -1.5199 -5.7385
C -2.4610 3.5461 -4.6200
C 2.0031 1.1070 1.4483
C -3.0574 -0.7742 -7.4652
H -1.6523 2.0399 -7.5021
H -7.7085 -1.1031 0.9311
H 0.2147 -3.9189 3.7993
H 1.6890 -2.4960 -0.1330
H 0.5118 -3.4244 1.6974
H 2.9567 -1.0213 5.2564
H -4.3227 3.3446 -8.1249
H -4.0506 6.2947 -2.6105
H 6.3682 -2.3401 -0.2585
H -5.5043 5.7980 -3.4655
H 1.3321 -2.8807 -4.9217
H -0.9421 2.5901 3.8173
H 3.1040 -2.3707 7.9866
H -2.9609 2.0776 2.0598
H 2.5299 0.8656 -0.5483
H -4.9750 1.6508 -0.7769
H -4.3656 -0.5919 4.1956
H 0.3315 3.1916 1.2785
H 0.4506 -1.2138 -6.6153
H -5.2663 5.3054 -1.7816
H -1.3760 3.1767 1.6714
H 3.8550 -0.8594 8.5287
H 0.2634 4.2925 4.5030
H 7.2493 -5.1190 0.8322
H -2.9564 -0.8644 3.1033
H -4.4495 2.1300 -9.4117
H 6.2934 -1.5934 1.3434
H -0.7902 -2.3270 -6.0246
H -7.0996 0.4381 -0.8720
H 2.7472 -1.1119 0.0555
H 1.2455 -1.1500 6.9554
H 3.9702 0.0638 6.2550
H 4.0845 -1.9399 2.6171
H 8.4781 -4.5615 -0.3305
H 2.0544 -1.5202 2.6592
H -4.7823 3.3886 -3.2282
H 2.3280 -1.3765 9.2299
H 3.6622 1.6271 0.3305
H 5.7049 -3.2300 1.1166
H -0.7119 -0.6653 -5.4236
H -2.2296 4.7013 -2.1429
H 1.7696 -4.2494 4.1103
H -0.2823 -3.1083 -3.1191
H 0.9934 4.4328 2.8927
H 1.8846 2.0002 2.0456
H -3.4072 0.7651 3.6395
H -2.1652 1.2975 -9.0371
H -3.0315 3.2267 -1.5481
H -5.6379 2.1566 -8.1162
H 8.6192 -2.3783 0.7294
H 1.9868 -4.3840 1.8861
H -6.1986 -1.3813 2.8971
H 1.6773 3.3474 4.1356
H 2.6381 0.4281 2.0237
H -3.0772 2.3386 0.3480
H -0.5906 -1.3558 -3.0740
H -3.8000 1.6293 -6.4663

(3)
51
Properties=species:S:1:pos:R:3 method="wB97M-V/def2-TZVPD" multiplicity=1 gap_ev=9.5 charge=0 e_lumo_ev=0.5 energy_ha=-1266.3777 smiles="Cc1cc(CN(C)C(=O)[C@H]2CCC(=O)N(CCc3cccc(F)c3)C2)on1" max_force_ev_per_a=1.2 e_above_lowest_kj_mol=172.34
F -0.7101 -1.8873 1.8093
O 0.3863 0.2518 -1.8608
O -4.6001 0.3738 -1.1083
O 4.0953 0.0289 1.8285
N -5.4678 -0.0665 -0.1651
N -1.2309 1.4471 -0.8722
N 3.2091 0.6014 -0.1773
C 0.1316 -2.7441 -1.5965
C 1.0834 1.7159 1.1658
C 1.3830 -1.9107 0.7326
C 3.3648 0.7331 1.1586
C -3.3790 -0.3058 0.5992
C 2.5209 1.6357 -0.9119
C 2.4902 1.8222 1.7517
C -0.6297 -2.5315 -0.4603
C -5.3954 -1.0214 2.0842
C 1.4981 -2.5348 -1.5743
C 2.1373 -2.1170 -0.4141
C -4.7664 -0.4730 0.8592
C 0.0197 -2.1153 0.6849
C 3.6121 -1.8480 -0.3892
C -2.2365 0.6548 -1.5599
C -3.3400 0.2251 -0.6567
C -1.7329 2.5422 -0.0762
C 3.9317 -0.4315 -0.8963
C 0.0703 1.1389 -1.0894
C 1.1235 1.9659 -0.3496
H -2.6758 1.2284 -2.3857
H 2.9212 2.8014 1.5288
H 3.9906 -1.9429 0.6280
H 2.4033 1.3033 -1.9445
H -6.4736 -1.0506 1.9602
H -5.1457 -0.3995 2.9423
H 0.4275 2.4330 1.6594
H -1.0471 3.3863 -0.0887
H -1.7160 -0.2145 -1.9772
H 2.0769 -2.6944 -2.4716
H -1.9060 2.2384 0.9590
H 4.1388 -2.5557 -1.0316
H 0.6965 0.7144 1.3620
H -5.0224 -2.0258 2.2760
H 3.1287 2.5513 -0.9097
H 5.0102 -0.2623 -0.7903
H -2.5663 -0.5489 1.2475
H 3.6593 -0.3555 -1.9495
H 0.9368 3.0243 -0.5586
H 1.8518 -1.5988 1.6535
H -2.6827 2.8714 -0.4984
H -1.6982 -2.6810 -0.4544
H -0.3498 -3.0674 -2.5068
H 2.4734 1.6950 2.8344

(4)
52
Properties=species:S:1:pos:R:3 method="wB97M-V/def2-TZVPD" multiplicity=1 gap_ev=8.3 charge=0 e_lumo_ev=0.5 energy_ha=-1205.2492 smiles="COc1ccc(NC(=O)CN(C)CC(=O)Nc2ccc3c(c2)CCC3)cc1" max_force_ev_per_a=0.5 e_above_lowest_kj_mol=81.28
O -0.8047 0.9032 -0.9152
O -6.3714 -2.4191 -0.3579
O 3.5698 2.6366 0.9857
N 0.3854 3.3057 -0.4973
N -2.4579 1.4143 0.5727
N 2.1878 1.3785 -0.3391
C 5.9132 -3.3400 0.1726
C 3.7364 -2.4869 -0.2755
C 1.7005 3.7142 -0.0586
C 2.4965 -2.2409 -0.8317
C -3.4319 0.4334 0.3236
C -0.3177 4.2871 -1.2905
C 2.5978 2.5111 0.2681
C 4.4741 -1.4452 0.2795
C -7.5747 -2.4339 0.3701
C 3.9952 -0.1522 0.2870
C 4.4763 -3.7859 -0.1434
C 5.7721 -1.9581 0.8310
C -4.5997 0.4710 1.0754
C -4.2781 -1.4898 -0.8323
C -1.2523 1.5893 -0.0208
C -5.6046 -0.4600 0.8815
C -3.2787 -0.5623 -0.6384
C -5.4529 -1.4538 -0.0791
C 2.7463 0.0973 -0.2812
C -0.4442 2.7559 0.5554
C 2.0060 -0.9459 -0.8353
H 2.1887 4.2534 -0.8753
H 1.0386 -0.7299 -1.2635
H -8.1434 -3.2774 -0.0181
H -1.2318 3.8363 -1.6762
H -0.5827 5.1909 -0.7189
H 5.6974 -2.0491 1.9184
H 4.5644 0.6542 0.7183
H -6.4957 -0.3963 1.4854
H -4.1708 -2.2651 -1.5737
H -8.1478 -1.5130 0.2200
H 0.1958 2.3435 1.3417
H 6.4727 -3.2404 -0.7590
H 4.4177 -4.3978 -1.0439
H 4.0576 -4.3668 0.6840
H -2.3786 -0.6023 -1.2273
H -7.3962 -2.5812 1.4403
H -1.1031 3.5140 1.0112
H 1.6900 4.3828 0.8174
H 6.4381 -4.0515 0.8086
H 6.6117 -1.3003 0.6082
H 1.9150 -3.0428 -1.2631
H 1.3045 1.4426 -0.8446
H -2.7032 2.0575 1.3132
H -4.7312 1.2381 1.8264
H 0.3038 4.5773 -2.1353

What is the multiplicity in the second record? 1